Below is a 3-piece molecular cluster, C4H6O2 overall, with properties calculated with ωB97M-V with the def2-TZVPD basis set.

The HOMO-LUMO gap comes out at 11.02 eV. The multiplicity is 1. The LUMO energy is 0.89 eV. The energy above the lowest of the compared OMol25 structures with the same formula, charge and spin comes out at 56.3 kcal per mole.

Last columns: bonded neighbours and bond lengths (Å).
Geometry (Å):
1 O -0.5714 -2.7646 1.9658  C2 1.135
2 C 0.2197 -2.1911 1.3874  O1 1.135
3 C 0.4021 -0.4378 -1.4404  C4 1.329, H7 1.087, H8 1.086
4 C -0.3881 0.6290 -1.5015  C3 1.329, H9 1.088, H10 1.088
5 C 0.1001 1.0876 1.3516  O6 1.205, H11 1.108, H12 1.106
6 O -0.6472 0.3778 1.9766  C5 1.205
7 H 1.4512 -0.3989 -1.7241  C3 1.087
8 H 0.0369 -1.3961 -1.0836  C3 1.086
9 H -0.0237 1.5944 -1.8455  C4 1.088
10 H -1.4309 0.5806 -1.1963  C4 1.088
11 H -0.2171 2.0792 0.9710  C5 1.108
12 H 1.1428 0.8008 1.1202  C5 1.106